Here is a structure of composition C11H19Br4LiMgN3O3S at a distorted geometry from OMol25. Energies are from ωB97M-V/def2-TZVPD.

Computed properties:
Energy relative to the best compared isomer or geometry (same formula, charge and spin), kcal/mol: 0.0
Highest occupied orbital energy, hartree: -0.3218
Net charge: +1
Kohn-Sham gap, eV: 1.992

Each line ends with the natural charge from an NBO analysis.
Atoms and positions in Å:
1 C 0.7589 0.7399 1.1371  -0.279
2 N 0.5234 -0.5064 0.5231  -0.518
3 C -0.0867 -0.6233 -0.7885  -0.231
4 C -1.6240 -0.9472 -0.7433  -0.336
5 C -1.8554 -2.3912 -0.8613  0.277
6 N -1.9811 -3.5297 -0.7688  -0.302
7 C -2.4700 -0.3445 0.4527  -0.348
8 C -3.3297 -1.3743 1.0666  0.470
9 N -4.1429 -2.0829 1.4568  -0.566
10 C -3.4763 0.8191 0.0840  -0.492
11 C -3.0051 2.1935 0.5850  0.419
12 O -3.3174 2.5625 1.6854  -0.493
13 H 0.6510 0.6394 2.2234  0.240
14 H -0.1826 1.6306 0.8204  0.186
15 H 1.6957 1.2242 0.9021  0.250
16 H 0.0398 -1.1102 1.1840  0.369
17 H 0.0376 0.2740 -1.3640  0.268
18 H 0.4237 -1.4144 -1.3372  0.247
19 H -2.0392 -0.5164 -1.6588  0.277
20 H -1.8576 0.0411 1.2715  0.282
21 H -3.7042 0.8232 -0.9826  0.238
22 H -4.4140 0.6462 0.6103  0.247
23 H -2.3634 2.7891 -0.0688  0.159
24 Li -5.6778 -3.3923 2.0518  0.982
25 C 3.4293 -1.1918 -3.5921  -0.836
26 S 3.2658 -0.9834 -1.8320  1.237
27 O 2.6482 0.3619 -1.6088  -1.007
28 C 5.0130 -0.8210 -1.4808  -0.822
29 H 2.4349 -1.2732 -4.0305  0.226
30 H 3.9613 -0.3287 -4.0148  0.306
31 H 3.9952 -2.0988 -3.7967  0.253
32 H 5.4137 0.0140 -2.0543  0.262
33 H 5.5187 -1.7460 -1.7541  0.244
34 H 5.1281 -0.6379 -0.4141  0.233
35 Br 0.1326 2.5481 -0.5576  -0.091
36 C -1.9911 2.7737 5.2724  -0.500
37 Br -2.0492 1.1463 6.2965  0.089
38 Br -1.8554 4.3248 6.3875  0.128
39 Br -0.5770 2.7247 3.9612  0.060
40 H -2.9199 2.8449 4.7241  0.231
41 O 5.5770 -0.3854 -5.2064  -0.859
42 H 5.6630 -0.1881 -6.1485  0.423
43 Mg -1.3911 -3.2339 2.3681  0.075